Entry 1:
Here is a 9-piece molecular cluster, C27H55F3O10P overall in a non-equilibrium geometry from the Open Molecules 2025 dataset. Energies are from wB97M-V/def2-TZVPD.

Properties
E_HOMO   -0.1315 Eh
E_tot   -66805.856 eV

```
! wB97M-V def2-TZVPD RIJCOSX def2/J DEFGRID3
* xyz -1 1
P -0.91 -1.68 -0.46
F -2.35 1.34 -0.51
F -1.10 2.90 0.24
F -1.77 1.33 1.50
O -3.55 -3.70 -0.46
O -0.46 -0.14 -1.18
O 6.10 -6.82 3.25
O 2.00 5.43 2.27
O 4.04 -5.41 -1.15
O 1.90 3.10 -1.53
O 0.50 -1.52 0.61
O -6.93 1.01 0.42
O -1.64 5.84 -4.39
O 2.81 -0.17 -1.30
C -3.90 5.75 -3.67
C -0.09 0.76 -0.16
C -1.33 1.58 0.27
C 6.24 -5.85 3.95
C -4.50 -3.74 1.71
C 4.56 -6.91 0.62
C -4.54 -3.87 0.21
C -2.77 5.48 -4.63
C 1.43 4.20 -1.71
C 1.05 5.23 2.98
C 0.08 4.37 -2.37
C 5.04 -0.77 -1.92
C 3.22 -2.51 -1.33
C 3.61 -1.06 -1.50
C 0.57 -0.14 0.92
C 1.16 5.30 4.49
C 2.16 5.46 -1.30
C -3.10 4.74 -5.90
C 7.62 -5.32 4.29
C -7.27 3.25 -0.30
C 5.06 -5.11 4.53
C -5.87 -4.21 -0.42
C -6.42 2.03 0.02
C -4.93 2.16 -0.19
C 3.65 -6.28 -0.40
C 2.22 -6.76 -0.45
C -0.31 4.90 2.41
H 2.17 -2.55 -1.03
H 2.20 -7.83 -0.68
H -0.32 3.39 -2.61
H 1.56 6.01 -0.57
H -4.72 2.39 -1.23
H -4.54 2.96 0.45
H -1.25 -2.97 0.09
H 5.73 -1.16 -1.18
H -5.17 -2.95 2.04
H -2.20 4.61 -6.49
H -6.97 4.09 0.33
H 4.17 -6.73 1.62
H -1.63 -1.06 0.66
H 4.14 -5.59 4.21
H -0.61 4.88 -1.69
H -5.76 -4.26 -1.50
H -6.61 -3.43 -0.18
H -4.67 6.36 -4.15
H -2.10 -1.66 -1.28
H -3.51 3.76 -5.66
H 3.35 -3.04 -2.27
H 5.17 0.31 -2.00
H -0.64 3.93 2.77
H -4.79 -4.69 2.17
H -6.23 -5.17 -0.05
H 1.64 0.05 1.02
H 5.24 -1.23 -2.89
H 1.74 -6.58 0.51
H 1.68 -6.22 -1.22
H 3.83 -2.97 -0.56
H -4.34 4.81 -3.34
H -4.45 1.23 0.07
H -3.52 6.29 -2.80
H 0.18 0.06 1.92
H -7.15 3.52 -1.35
H 0.63 1.39 -0.67
H -1.03 5.67 2.72
H 5.06 -4.08 4.18
H 2.18 5.55 4.76
H 7.77 -5.34 5.37
H 5.11 -5.12 5.62
H 0.49 6.08 4.88
H -8.32 3.02 -0.11
H 5.55 -6.46 0.55
H 0.18 4.94 -3.29
H 3.11 5.19 -0.84
H -0.13 -2.36 -1.48
H 0.89 4.34 4.93
H -3.49 -3.49 2.02
H 8.37 -5.94 3.81
H -3.83 5.31 -6.48
H -0.25 4.88 1.33
H 2.35 6.08 -2.17
H 4.64 -7.98 0.44
H 7.72 -4.29 3.92
*
```

Entry 2:
Here is a 7-piece molecular cluster, C27H55O14S6 overall from the Open Molecules 2025 dataset. Energies are from wB97M-V/def2-TZVPD.

Properties
E_HOMO   -0.0864 Eh
E_tot   -122564.435 eV

```
! wB97M-V def2-TZVPD RIJCOSX def2/J DEFGRID3
* xyz -1 1
S -2.03 -1.45 -3.35
S -7.86 7.56 1.48
S 6.74 -2.48 1.79
S -2.53 3.00 1.38
S 3.26 -4.39 4.28
S -1.27 -1.86 1.54
O -3.14 -1.05 -2.52
O 2.04 -4.85 4.90
O -1.80 -1.21 2.71
O 5.49 -2.11 2.43
O -1.18 -2.55 -2.97
O 3.51 -4.62 2.87
O 0.82 2.23 -5.24
O -1.31 3.25 2.11
O -3.82 3.32 1.96
O -1.29 -1.23 0.25
O -1.23 2.76 -4.35
O -7.95 8.14 0.17
O 7.99 -2.36 2.50
O -8.38 8.26 2.64
C 0.42 -2.39 1.85
C -1.97 -3.50 1.40
C -0.72 -0.17 -5.22
C -7.37 5.02 1.07
C -2.03 -0.60 -5.88
C 3.50 -2.65 4.64
C 0.38 -3.93 1.90
C -2.36 2.58 -1.26
C 3.19 2.63 -5.05
C 5.61 -3.78 5.27
C -2.55 1.31 0.81
C 6.85 -1.62 0.22
C -2.63 -1.73 -5.02
C 0.17 3.16 -4.32
C 4.67 -4.98 5.20
C 6.81 -2.71 -0.86
C -0.79 -4.38 1.02
C 4.71 -2.57 5.58
C -6.17 7.05 1.79
C -6.19 5.52 1.91
C 6.02 -3.90 -0.28
C 2.02 1.72 -4.75
C 6.57 -4.12 1.12
C -2.42 3.75 -0.26
C -3.07 1.40 -0.62
C -8.56 5.91 1.43
C -1.02 -0.02 -3.73
H -3.72 -1.72 -5.01
H 7.77 -1.04 0.20
H 5.99 -0.95 0.15
H -3.32 4.35 -0.41
H 7.57 -4.57 1.09
H 4.32 -5.27 6.19
H -8.93 5.68 2.42
H 4.96 -3.65 -0.23
H -0.54 -4.23 -0.04
H -1.54 0.94 0.83
H 2.59 -2.27 5.10
H -1.02 -5.44 1.16
H -2.72 0.24 -5.90
H -6.34 5.23 2.95
H -5.57 7.38 0.94
H -1.38 2.41 -5.25
H -0.34 0.76 -5.63
H 4.15 2.17 -4.84
H 0.20 4.14 -4.83
H 0.04 -0.94 -5.37
H -7.14 5.12 0.00
H -4.15 1.57 -0.60
H -9.36 5.88 0.70
H 0.21 -4.26 2.93
H -1.88 -0.93 -6.91
H 6.10 -3.62 4.31
H -1.61 0.87 -3.54
H 4.37 -2.63 6.62
H -2.27 -2.71 -5.34
H -2.38 -3.77 2.37
H 3.19 2.99 -6.07
H 3.10 3.48 -4.37
H 5.91 -4.71 1.76
H -7.59 3.97 1.26
H -1.54 4.38 -0.31
H -2.89 0.48 -1.16
H 7.83 -3.03 -1.09
H 0.75 -1.96 2.79
H -2.81 2.84 -2.22
H 1.03 -2.03 1.04
H 6.13 -4.79 -0.90
H 1.33 -4.34 1.58
H -3.19 0.70 1.45
H -0.14 -0.02 -3.10
H 3.69 -2.14 3.70
H -5.82 7.53 2.70
H 2.17 0.70 -5.12
H 6.37 -2.34 -1.78
H -2.76 -3.49 0.65
H 6.38 -3.93 6.02
H 1.92 1.68 -3.66
H 5.10 -5.84 4.68
H 5.24 -1.63 5.46
H -5.25 5.08 1.58
H -1.32 2.30 -1.46
*
```

Entry 3:
Here is a 5-piece molecular cluster, C27H57ClN3O8 overall in a non-equilibrium geometry from the Open Molecules 2025 dataset. Energies are from wB97M-V/def2-TZVPD.

Properties
E_HOMO (alpha / beta)   -0.2929 / -0.3357 Eh
E_tot   -62279.968 eV

```
! wB97M-V def2-TZVPD RIJCOSX def2/J DEFGRID3
* xyz 0 4
Cl -1.68 0.25 -0.93
O -0.58 1.10 -1.30
O 1.80 -0.52 3.83
O -1.32 -0.56 0.20
O -4.68 2.34 -1.91
O -2.88 0.99 -0.52
O -1.98 -0.67 -1.99
O 1.36 -0.52 -7.34
O -4.28 3.40 4.68
N 1.57 -1.28 -6.32
N 1.58 -1.19 2.75
N -3.20 3.09 3.99
C 2.43 -1.45 -3.97
C 4.02 -1.71 2.36
C -2.95 5.24 2.66
C 0.84 -2.50 2.93
C 2.40 -1.99 0.57
C -0.52 -2.08 3.38
C -0.74 3.21 2.67
C 3.08 0.50 -5.30
C 1.90 -0.52 -5.09
C -0.76 2.56 4.02
C -4.41 3.31 1.84
C 1.47 -3.49 3.87
C 1.67 -2.77 -3.89
C 1.85 -3.41 0.76
C 1.69 -3.44 -5.29
C -2.02 3.10 1.88
C -0.62 -2.47 -5.93
C 1.05 -3.33 -7.56
C -1.64 4.31 5.66
C 0.89 -2.55 -6.22
C -1.98 3.02 4.87
C 0.60 -3.29 1.60
C -3.21 3.75 2.67
C -2.21 1.91 5.90
C 0.78 0.40 -4.56
C 2.73 -1.12 1.82
C 2.95 0.30 1.28
H 4.43 -1.12 3.18
H -3.05 5.67 1.67
H -1.17 -1.66 2.62
H -0.62 1.48 3.94
H 2.10 -3.33 -7.86
H -4.33 3.80 0.87
H -1.84 3.84 1.10
H 3.85 0.00 -5.89
H 0.64 -2.63 -3.54
H 2.76 1.33 -5.93
H 3.52 0.38 0.36
H -2.53 1.00 5.37
H -2.40 5.09 5.59
H 0.10 3.00 4.52
H -0.95 -3.00 3.80
H 0.44 -2.83 -8.31
H -0.79 4.93 5.37
H 2.73 -3.58 -5.58
H 1.75 -3.07 4.83
H -0.47 -1.45 4.27
H 1.98 0.77 1.20
H 3.90 -2.70 2.80
H -2.98 2.24 6.59
H 0.00 2.59 2.13
H -0.87 -2.12 -4.93
H -4.47 2.22 1.70
H 3.57 0.87 1.98
H -1.50 4.11 6.72
H 4.80 -1.70 1.59
H 1.74 -3.95 -0.18
H 2.67 -3.92 1.27
H 0.18 0.91 -5.32
H 1.21 -4.42 -5.27
H -3.72 5.77 3.25
H 1.07 1.13 -3.80
H 2.42 -1.07 -2.94
H 0.91 -4.41 -7.50
H -1.24 1.58 6.27
H -2.27 2.09 1.60
H 0.81 -4.35 3.97
H 1.66 -1.48 -0.05
H 2.13 -3.32 -3.07
H -4.14 1.92 -1.18
H -1.10 -1.87 -6.70
H -5.36 3.48 2.37
H 3.48 0.90 -4.37
H 2.40 -3.96 3.55
H -0.20 4.15 2.49
H -5.59 2.01 -1.76
H -0.27 -2.92 1.05
H -2.07 5.48 3.26
H 3.27 -2.10 -0.08
H -1.06 -3.47 -6.00
H -4.35 1.88 -2.71
H 3.51 -1.60 -4.10
H 0.33 -4.33 1.81
H 0.00 -0.19 -4.06
*
```

Entry 4:
Here is a 3-piece molecular cluster, C27H58N7O3P2S overall in a non-equilibrium geometry from the Open Molecules 2025 dataset. Energies are from wB97M-V/def2-TZVPD.

Properties
E_HOMO   -0.2859 Eh
E_tot   -74911.643 eV

```
! wB97M-V def2-TZVPD RIJCOSX def2/J DEFGRID3
* xyz 0 2
S -1.84 -1.45 3.86
P -3.62 -4.39 -2.07
P 5.34 4.32 1.28
O 4.01 4.26 2.06
O -2.69 -3.30 -1.50
O 1.88 0.55 0.86
N 5.29 6.04 1.21
N -3.27 -3.91 -3.70
N -4.76 -5.59 -2.69
N 6.89 4.33 0.45
N -2.58 -5.66 -1.55
N 4.61 3.61 -0.13
N 0.85 0.23 1.63
C -2.10 -0.20 2.46
C 4.10 4.39 -1.24
C -2.53 -5.90 -0.11
C -0.31 2.39 0.72
C 7.21 3.92 -0.90
C 0.07 -0.85 0.96
C -5.44 -6.45 -1.72
C -5.80 1.05 0.79
C -2.26 -4.56 -4.53
C 0.60 -2.27 1.59
C -6.82 0.66 1.89
C -3.08 -2.46 -3.89
C -4.73 -0.24 3.40
C 1.01 2.34 2.95
C 8.04 4.90 1.15
C -6.27 0.03 3.20
C -5.09 -5.92 -4.06
C -1.53 -0.71 1.05
C -3.68 0.11 2.29
C 5.54 6.73 2.48
C 0.45 -0.96 -0.63
C -2.05 -6.78 -2.30
C -4.28 0.78 1.01
C 0.04 1.42 2.00
C -1.26 1.11 2.88
C 3.59 2.58 0.16
C 5.45 6.93 0.08
H 3.74 3.74 -2.04
H -4.86 -7.35 -1.52
H -1.97 2.02 2.79
H -4.44 -0.70 4.40
H 1.31 -2.80 0.85
H -6.43 -6.76 -2.07
H 3.91 1.93 0.97
H 0.10 3.45 0.90
H -0.33 -2.92 1.77
H 3.26 5.04 -0.94
H 1.66 3.06 2.34
H 7.07 4.74 -1.61
H -2.09 -2.14 -3.59
H -0.47 -1.30 4.12
H 6.42 6.81 -0.43
H 6.64 3.05 -1.23
H 2.63 3.02 0.42
H -1.65 -6.47 0.19
H -3.22 -2.18 -4.95
H 4.87 5.00 -1.71
H -2.48 -4.95 0.44
H -0.32 -1.70 -1.08
H -5.59 -5.91 -0.78
H 5.39 7.98 0.36
H 1.08 -2.12 2.63
H -1.46 2.49 0.75
H 6.61 6.73 2.73
H 1.76 1.60 3.43
H -2.25 -4.14 -5.54
H 8.98 4.44 0.85
H 8.12 5.98 0.97
H 3.43 1.94 -0.71
H -6.11 -6.33 -4.15
H 4.65 6.81 -0.65
H -7.94 0.83 1.73
H 0.42 2.84 3.79
H -2.48 -5.62 -4.68
H -1.42 -7.43 -1.68
H 5.20 7.77 2.46
H -5.09 -5.06 -4.72
H -2.83 -7.43 -2.72
H -7.05 -0.24 4.00
H -4.41 -6.68 -4.46
H 7.94 4.74 2.23
H -1.85 -0.05 0.16
H -1.97 -1.75 0.81
H -0.97 1.07 3.99
H -1.26 -4.44 -4.10
H 1.48 -1.41 -0.78
H -3.42 -6.44 0.23
H 0.07 1.98 -0.27
H -3.82 -1.89 -3.32
H 0.30 0.03 -1.19
H 5.00 6.25 3.30
H 8.26 3.60 -0.99
H -3.59 1.11 0.14
H -1.38 -6.47 -3.10
H -6.14 1.52 -0.19
*
```

Entry 5:
Here is a 6-piece molecular cluster, C27H59Cl2I2N2O10S5 overall in a non-equilibrium geometry from the Open Molecules 2025 dataset. Energies are from wB97M-V/def2-TZVPD.

Properties
ΔE to the lowest compared entry with this formula, charge and spin   5.096 eV
E_HOMO   -0.1705 Eh
E_tot   -147819.163 eV

```
! wB97M-V def2-TZVPD RIJCOSX def2/J DEFGRID3
* xyz -1 1
I 4.17 -4.11 1.35
I 3.13 -1.67 4.35
Cl 0.23 2.03 -1.19
Cl 2.08 1.06 1.23
S -6.67 -2.13 3.60
S -4.06 4.69 -0.47
S 1.38 3.12 6.93
S -2.67 0.22 2.25
S 2.04 5.51 2.72
O 2.77 5.16 3.99
O 1.23 -0.81 -7.09
O 4.25 0.09 -1.87
O 1.79 -4.28 -5.63
O -1.98 -0.69 1.28
O -3.33 4.35 0.80
O -6.96 -1.13 2.52
O 0.45 2.13 7.58
O 5.44 -1.50 -0.53
O 2.78 -4.55 -2.73
N 2.31 -2.69 -1.07
N -1.16 -3.70 0.53
C 1.00 -3.32 -0.94
C 1.22 -2.30 -7.25
C 1.96 -0.16 -0.21
C -0.24 1.32 -6.76
C -3.14 3.95 -1.84
C -4.40 0.32 1.76
C 3.68 -4.83 -3.88
C 1.91 2.40 5.36
C 2.79 -1.61 -0.23
C -7.64 -3.61 3.26
C 2.98 2.97 7.75
C -3.65 6.41 -0.88
C 1.13 -2.98 -5.76
C 4.24 -1.02 -0.85
C 3.25 -3.27 -2.09
C 2.96 4.77 1.35
C 2.45 7.22 2.31
C 0.89 -0.44 -2.72
C 2.09 -2.15 2.43
C -7.61 -1.63 5.06
C 3.22 -4.13 -5.29
C -0.23 -2.67 -0.14
C -0.08 -0.33 -6.63
C -2.24 1.92 1.80
C 3.24 -2.10 1.29
C 1.39 -3.61 2.69
C 1.10 0.35 -1.31
H -2.57 6.54 -0.89
H 1.13 -4.22 1.73
H 3.40 -2.54 -3.01
H -2.09 4.24 -1.79
H -0.02 -1.87 0.67
H 1.23 -1.37 2.37
H 3.76 -6.00 -4.09
H 2.30 1.39 5.52
H -3.22 2.87 -1.77
H -0.95 -2.13 -0.93
H 0.65 0.38 -3.56
H -4.91 1.07 2.37
H -0.08 -1.10 -2.65
H 2.68 3.04 4.91
H 0.27 -2.60 -7.90
H -4.48 0.59 0.70
H -7.20 -0.69 5.44
H 2.01 7.87 3.07
H 2.52 5.10 0.40
H 3.72 3.58 7.23
H 0.46 1.88 -5.97
H -4.09 7.06 -0.12
H 0.07 1.64 -7.84
H -4.07 6.66 -1.86
H -0.02 -3.16 -5.50
H 2.87 3.68 1.42
H 4.09 -1.36 1.69
H -2.82 2.61 2.41
H 3.30 1.92 7.76
H 1.53 -2.19 -5.00
H -7.25 -4.08 2.35
H 2.24 -2.64 -7.77
H -4.87 -0.65 1.92
H 2.88 3.33 8.78
H 3.55 -2.99 -5.32
H 4.79 -4.46 -3.67
H 2.03 7.47 1.33
H -8.69 -3.35 3.11
H -3.58 4.28 -2.79
H -2.45 2.09 0.74
H -0.27 -0.57 -5.47
H 3.83 -4.66 -6.16
H -0.97 -0.83 -7.24
H -7.55 -4.31 4.09
H -2.03 -3.80 -0.04
H 3.53 7.36 2.30
H -8.66 -1.48 4.80
H -1.18 2.07 1.99
H 0.56 -3.51 -2.04
H 1.16 -4.43 -0.51
H -7.52 -2.39 5.84
H 4.31 -3.62 -1.65
H -0.71 -4.64 0.58
H 1.99 -4.25 3.51
H 4.01 5.05 1.40
H -1.36 1.64 -6.51
H 1.05 2.36 4.69
H 0.34 -3.38 3.22
H 1.83 -1.03 -3.12
*
```